1.
Below is 2 unconnected molecules or ions with the total composition CH7N2O, with properties calculated with the ωB97M-V functional and the def2-TZVPD basis.

Structure (XYZ):
```
11
Properties=species:S:1:pos:R:3:mulliken_charge:R:1
N 0.2756 0.3542 -0.5734 -0.232
C 0.4859 -0.8312 -0.0915 0.290
N 1.5970 -1.5060 -0.2051 -0.300
H 0.9840 0.8512 -1.0983 0.228
H -0.5953 0.8556 -0.4216 0.230
H -0.3177 -1.3221 0.4200 0.314
H 1.6855 -2.4453 0.1433 0.250
H 2.4351 -1.1343 -0.6286 0.233
H -2.6137 1.0935 0.6144 0.352
H -2.0599 2.5081 0.8379 0.345
O -1.8764 1.5763 1.0028 -0.709
```

Calculated values
**Total charge**: +1
**E_HOMO**: -15.940 eV
**E_tot**: -6172.3103 eV
**Strongest force on any atom**: 0.013 Eh/bohr
**HOMO-LUMO gap**: 12.42 eV
**Energy relative to the best compared isomer or geometry (same formula, charge and spin)**: 18.9 kJ/mol
**LUMO energy**: -3.5 eV

=====

2.
Below is 2 unconnected molecules or ions with the total composition F2OS, with properties calculated with the ωB97M-V functional and the def2-TZVPD basis.

Structure (XYZ):
```
4
Properties=species:S:1:pos:R:3:mulliken_charge:R:1
O 0.9407 -1.1228 -0.3157 -0.248
F -2.0567 -0.0595 0.0063 -0.465
F 0.7210 1.3060 -0.2033 -0.174
S 0.3951 -0.1237 0.5126 0.887
```

Calculated values
**E_HOMO (spin up / spin down)**: -10.860 / -12.588 eV
**E_tot**: -18314.5039 eV
**Strongest force on any atom**: 0.063 Eh/bohr
**HOMO-LUMO gap (spin up / spin down)**: 7.66 / 9.78 eV
**Energy relative to the best compared isomer or geometry (same formula, charge and spin)**: 168.8 kJ/mol
**LUMO energy (spin up / spin down)**: -3.2 / -2.8 eV

=====

3.
Below is a molecular structure, C28H30N3O2PdSb2, with properties calculated with the ωB97M-V functional and the def2-TZVPD basis.

Structure (XYZ):
```
66
Properties=species:S:1:pos:R:3:mulliken_charge:R:1
Pd 0.2017 0.2219 -0.8308 -0.274
O -4.1189 -4.6013 -3.5154 -0.674
C -4.4080 -3.4317 -3.6054 0.374
O -5.3172 -2.7350 -3.9891 -0.675
C -3.1780 -2.5000 -3.0285 -0.683
C -2.0371 -3.1061 -2.5434 -0.440
C -1.0213 -2.2848 -2.0462 0.518
N -1.1613 -0.9582 -2.0541 -0.185
C -2.2566 -0.3642 -2.5314 0.554
C -3.3086 -1.1264 -3.0460 -0.453
C -2.2745 1.1107 -2.4454 0.114
C -3.3392 1.8922 -2.8914 -0.492
C -3.2924 3.2665 -2.7313 -0.675
C -2.1726 3.8371 -2.1468 -0.761
C -1.1419 3.0025 -1.7477 -0.281
N -1.1940 1.6849 -1.8833 0.526
C 0.2247 -2.7992 -1.4400 0.307
C 0.5694 -4.1493 -1.4098 -0.657
C 1.7252 -4.5458 -0.7579 -0.515
C 2.5180 -3.5882 -0.1444 -1.068
C 2.1238 -2.2643 -0.2278 -0.280
N 1.0225 -1.8872 -0.8583 0.624
H -1.9608 -4.1814 -2.5468 0.605
H -4.2090 -0.6844 -3.4422 0.657
H -4.2027 1.4325 -3.3385 0.450
H -4.1191 3.8816 -3.0496 0.482
H -2.0979 4.8997 -1.9909 0.466
H -0.2407 3.4136 -1.2976 0.273
H -0.0625 -4.8807 -1.8810 0.448
H 1.9984 -5.5880 -0.7159 0.465
H 3.4160 -3.8459 0.3912 0.470
H 2.7086 -1.4821 0.2503 0.573
C -3.0248 1.0951 1.1803 -1.342
Sb -1.2012 -0.0438 1.3663 0.896
C -1.9553 -1.4537 2.8093 -1.329
C -0.2251 1.3953 2.7052 -1.624
C 1.0873 0.9090 3.2036 0.886
C 1.0703 -0.0514 4.2141 -0.562
C 2.2336 -0.5621 4.7536 -0.848
C 3.4582 -0.1174 4.2774 -0.808
C 3.4919 0.8333 3.2756 -0.693
C 2.3249 1.3661 2.7251 0.589
C 2.4599 2.4142 1.6799 -1.474
Sb 2.3159 1.6006 -0.3568 0.997
C 4.2925 0.7387 -0.4267 -1.368
C 2.7923 3.4280 -1.3993 -1.380
H -3.4016 1.3409 2.1694 0.471
H -3.7749 0.5160 0.6477 0.389
H -2.8242 2.0109 0.6284 0.359
H -2.3845 -0.8913 3.6300 0.428
H -1.1664 -2.0999 3.1763 0.382
H -2.7288 -2.0589 2.3494 0.428
H -0.9193 1.5454 3.5313 0.669
H -0.1465 2.3123 2.1240 0.342
H 0.1096 -0.3760 4.5908 0.508
H 2.1829 -1.2910 5.5489 0.439
H 4.3780 -0.4986 4.6968 0.436
H 4.4468 1.2002 2.9243 0.463
H 3.4467 2.8698 1.7304 0.679
H 1.7063 3.1945 1.7732 0.639
H 4.9903 1.5506 -0.5965 0.434
H 4.3800 0.0169 -1.2339 0.452
H 4.5294 0.2608 0.5195 0.418
H 3.7695 3.7548 -1.0596 0.434
H 2.0656 4.2089 -1.1936 0.437
H 2.8269 3.2426 -2.4692 0.461
```

Calculated values
**Total charge**: +1
**E_HOMO**: -9.960 eV
**E_tot**: -54635.8571 eV
**Strongest force on any atom**: 0.080 Eh/bohr
**HOMO-LUMO gap**: 4.56 eV
**LUMO energy**: -5.4 eV

=====

4.
Below is 2 unconnected molecules or ions with the total composition C3H6N2O2S, with properties calculated with the ωB97M-V functional and the def2-TZVPD basis.

Structure (XYZ):
```
14
Properties=species:S:1:pos:R:3:mulliken_charge:R:1
C -1.8631 1.5573 0.2892 -0.630
C -1.4404 0.4778 -0.0832 0.536
C -1.0816 -1.8480 0.1350 -0.749
N 1.9226 1.5312 -0.5335 -0.493
N -0.9578 -0.6137 -0.5613 -0.514
O 2.5503 -0.9196 -0.5049 -0.541
O 1.4936 0.0816 1.5123 -0.483
S 1.5846 -0.0201 0.0769 0.944
H -2.2315 2.5031 0.5491 0.454
H -0.6306 -1.8147 1.1332 0.310
H -2.1400 -2.0978 0.2608 0.372
H -0.5985 -2.6207 -0.4629 0.252
H 1.2563 2.2455 -0.2902 0.265
H 2.1360 1.5378 -1.5206 0.276
```

Calculated values
**E_HOMO (spin up / spin down)**: -8.941 / -9.431 eV
**E_tot**: -21113.7950 eV
**Strongest force on any atom**: 0.025 Eh/bohr
**HOMO-LUMO gap (spin up / spin down)**: 7.27 / 7.86 eV
**Energy relative to the best compared isomer or geometry (same formula, charge and spin)**: 584.2 kJ/mol
**LUMO energy (spin up / spin down)**: -1.7 / -1.6 eV

=====

5.
Below is a molecular structure, H14LiO7, with properties calculated with the ωB97M-V functional and the def2-TZVPD basis.

Structure (XYZ):
```
22
Properties=species:S:1:pos:R:3:mulliken_charge:R:1
Li 0.2540 0.3312 -0.2264 0.791
O 0.2270 0.0112 -2.5444 -0.559
H 0.3450 0.6162 -3.2294 0.277
H -0.5080 -0.6098 -2.6134 0.327
O -2.1240 -1.6668 1.7746 -0.571
H -1.4350 -1.7688 1.0806 0.368
H -2.0760 -2.2308 2.4086 0.222
O 0.7330 2.3522 -0.6864 -0.622
H 0.0680 2.5032 -1.4874 0.324
H 1.5090 2.1062 -1.0624 0.318
O 0.2530 -1.5688 0.3236 -0.395
H 0.2900 -2.1188 -0.2704 0.173
H 1.0450 -1.6518 0.6436 0.208
O -1.9270 0.4382 -0.5374 -0.554
H -2.7230 -0.2218 -0.3394 0.314
H -2.1370 1.2092 -1.0574 0.267
O 2.2080 0.0382 0.2896 -0.441
H 2.2410 -0.1508 1.1156 0.215
H 3.0360 -0.2148 -0.1054 0.261
O 0.0060 0.7612 1.8196 -0.560
H 0.4400 0.1172 2.4706 0.307
H 0.2760 1.7182 2.2326 0.333
```

Calculated values
**Total charge**: +1
**E_HOMO**: -14.167 eV
**E_tot**: -14758.3248 eV
**Strongest force on any atom**: 0.273 Eh/bohr
**HOMO-LUMO gap**: 10.74 eV
**Energy relative to the best compared isomer or geometry (same formula, charge and spin)**: 356.3 kJ/mol
**LUMO energy**: -3.4 eV

=====

6.
Below is 2 unconnected molecules or ions with the total composition C2H8O2, with properties calculated with the ωB97M-V functional and the def2-TZVPD basis.

Structure (XYZ):
```
12
Properties=species:S:1:pos:R:3:mulliken_charge:R:1
C 3.8869 1.5632 -4.0335 -0.474
O 3.4531 2.9224 -3.8374 -0.509
H 3.1996 0.8866 -3.5256 0.202
H 4.0369 1.3963 -5.1001 0.224
H 4.8355 1.4048 -3.5203 0.263
H 4.1617 3.5021 -4.1262 0.294
C 2.8280 -3.4421 -5.7745 -0.464
O 4.0371 -4.0598 -6.1882 -0.493
H 1.9962 -3.7560 -6.4052 0.235
H 2.4680 -3.7520 -4.7935 0.249
H 2.9823 -2.3682 -5.6700 0.176
H 3.7862 -4.9372 -6.4864 0.298
```

Calculated values
**E_HOMO**: -10.395 eV
**SMILES**: CO.CO
**E_tot**: -6297.4602 eV
**Strongest force on any atom**: 0.022 Eh/bohr
**HOMO-LUMO gap**: 11.24 eV
**Energy relative to the best compared isomer or geometry (same formula, charge and spin)**: 91.7 kJ/mol
**LUMO energy**: 0.8 eV

=====

Question: Among the records above, which one has the lowest E_tot?
Answer: C28H30N3O2PdSb2

=====

Question: Number 6 is which compound?
Answer: C2H8O2